{
  "formula": "C46H50BiBrN4O5S3Te",
  "method": "ωB97M-V with the def2-TZVPD basis set",
  "energy_ha": -6629.315058,
  "multiplicity": 1,
  "homo_lumo_gap_ha": 0.2548,
  "symbols": ["Bi", "C", "O", "C", "C", "C", "C", "C", "C", "O", "C", "O", "C", "H", "H", "H", "H", "H", "H", "H", "H", "H", "Br", "C", "C", "C", "C", "C", "C", "H", "H", "H", "H", "C", "C", "N", "C", "C", "C", "O", "C", "C", "C", "C", "N", "C", "H", "H", "H", "H", "H", "H", "H", "H", "H", "H", "H", "H", "H", "H", "O", "C", "C", "C", "C", "C", "S", "C", "C", "C", "C", "S", "C", "C", "C", "C", "S", "H", "H", "H", "H", "H", "H", "H", "H", "H", "Te", "C", "C", "C", "C", "C", "C", "H", "H", "H", "H", "H", "N", "C", "C", "N", "H", "H", "H", "H", "H", "H", "H", "H", "H"],
  "xyz": [[-0.59204, 0.99139, 0.98335], [-6.93940, -1.07091, -1.52706], [-7.18635, 0.07269, -0.72917], [-6.24460, 0.43064, 0.17033], [-6.49529, 1.60761, 0.88217], [-5.56541, 2.04261, 1.79003], [-4.36877, 1.35143, 2.04389], [-3.38473, 1.89257, 2.99989], [-3.73611, 3.12852, 3.79623], [-2.28127, 1.39030, 3.15063], [-4.14745, 0.16110, 1.32607], [-3.01667, -0.54868, 1.51153], [-5.08500, -0.29029, 0.39646], [-7.79024, -1.16155, -2.19536], [-6.86455, -1.97222, -0.91339], [-6.02697, -0.95054, -2.11591], [-7.40254, 2.16001, 0.68377], [-5.75679, 2.96623, 2.31844], [-4.66069, 2.99476, 4.35973], [-3.87059, 3.97949, 3.12528], [-2.91378, 3.33366, 4.47651], [-4.85971, -1.18525, -0.16432], [-0.88925, -4.19446, -3.66148], [-0.85204, -2.80408, -2.36978], [-1.78216, -1.77775, -2.43744], [-1.73381, -0.75595, -1.49577], [-0.76272, -0.73737, -0.49549], [0.13341, -1.80195, -0.43376], [0.09892, -2.83490, -1.36573], [-2.53095, -1.77151, -3.21960], [-2.46812, 0.04056, -1.54611], [0.86180, -1.84070, 0.37184], [0.80173, -3.65641, -1.30816], [2.81206, -1.21399, -4.77407], [2.77933, -1.35418, -3.25984], [4.05366, -1.02841, -2.62283], [5.16307, -1.96849, -2.78543], [6.23078, -1.47620, -3.75271], [4.28142, 0.07254, -1.86702], [5.34935, 0.29059, -1.31495], [3.15144, 1.04784, -1.70025], [3.10307, 2.22942, -2.42271], [2.09028, 3.13630, -2.16511], [1.14913, 2.82629, -1.20309], [1.18560, 1.67509, -0.52440], [2.17473, 0.81184, -0.75084], [1.84117, -1.48571, -5.19224], [3.56359, -1.86669, -5.22004], [3.03730, -0.18576, -5.06322], [2.51572, -2.37864, -2.98569], [2.00347, -0.71671, -2.84515], [4.73470, -2.91000, -3.13090], [5.60668, -2.13912, -1.80388], [5.81676, -1.31013, -4.74804], [7.03036, -2.21352, -3.83551], [6.66231, -0.54475, -3.39069], [3.86013, 2.44083, -3.16812], [2.00653, 4.06620, -2.70917], [0.33344, 3.49696, -0.96485], [2.16794, -0.08761, -0.14570], [0.95986, -0.27256, 1.92911], [1.78261, 0.16738, 2.98912], [2.69405, -1.00444, 3.32749], [3.05000, -2.03090, 2.50606], [3.98082, -2.92570, 3.10751], [4.31080, -2.55060, 4.37276], [3.49389, -1.12209, 4.84096], [0.95603, 0.51810, 4.22383], [-0.06426, -0.24290, 4.71627], [-0.58992, 0.24967, 5.93579], [0.05480, 1.36901, 6.36552], [1.29063, 1.83269, 5.28634], [2.65399, 1.32704, 2.51222], [3.88087, 1.23522, 1.92765], [4.32786, 2.45914, 1.35286], [3.43051, 3.46587, 1.51658], [2.04895, 2.94364, 2.38313], [2.65998, -2.13878, 1.50402], [4.37687, -3.80596, 2.62202], [4.97732, -3.04484, 5.06108], [-0.42563, -1.13914, 4.23467], [-1.41241, -0.20949, 6.46553], [-0.13625, 1.95405, 7.25064], [4.44435, 0.31432, 1.87988], [5.27162, 2.56296, 0.83624], [3.51669, 4.49727, 1.21345], [-2.65491, 2.82681, -0.76368], [-1.64426, 3.24544, -2.58243], [-1.31193, 4.56083, -2.91390], [-0.60740, 4.85069, -4.07549], [-0.21709, 3.82974, -4.93417], [-0.55029, 2.51911, -4.62171], [-1.25940, 2.23206, -3.46183], [-1.60616, 5.36487, -2.25003], [-0.36511, 5.88006, -4.31139], [0.32963, 4.05509, -5.84101], [-0.26263, 1.71250, -5.28619], [-1.50887, 1.20458, -3.23770], [-3.04379, -3.16245, 0.57317], [-2.62244, -4.20666, 1.53370], [-1.16429, -4.03343, 1.90638], [-0.95208, -2.84032, 2.71430], [-3.96711, -3.38453, 0.21540], [-2.41761, -3.16991, -0.22960], [-3.08084, -1.45793, 1.08679], [-2.76539, -5.21099, 1.12435], [-3.24161, -4.11554, 2.42878], [-0.58004, -4.03462, 0.97636], [-0.85042, -4.91355, 2.47256], [-0.01002, -2.47635, 2.61085], [-1.57180, -2.08753, 2.44453]],
  "forces_ev_per_a": [[-0.0601, -0.0122, -0.0514], [-0.0051, 0.0129, 0.0026], [0.0018, -0.0064, -0.0093], [-0.0477, 0.0229, -0.0132], [-0.0013, -0.0043, 0.0013], [0.0160, 0.0034, -0.0188], [0.0006, -0.0589, -0.0380], [-0.0889, 0.0379, -0.0340], [-0.0275, -0.0443, -0.0016], [0.0704, 0.0406, 0.0545], [-0.0307, 0.0661, 0.0507], [0.0080, -0.0835, -0.0157], [0.0230, -0.0258, 0.0081], [-0.0086, 0.0000, -0.0012], [-0.0018, -0.0117, 0.0076], [0.0107, 0.0077, -0.0021], [0.0044, -0.0027, 0.0013], [-0.0008, -0.0111, 0.0008], [0.0093, -0.0022, -0.0106], [0.0094, -0.0015, -0.0002], [-0.0058, -0.0038, 0.0003], [-0.0017, 0.0044, 0.0029], [0.0048, 0.0153, 0.0055], [-0.0372, 0.0185, -0.0155], [0.0006, -0.0191, -0.0273], [0.0330, -0.0444, 0.0397], [0.0421, -0.0385, 0.0396], [0.0510, 0.0024, 0.0766], [0.0115, -0.0057, 0.0076], [0.0057, -0.0039, 0.0018], [-0.0201, 0.0330, -0.0062], [-0.0881, 0.0320, -0.1032], [0.0071, -0.0025, 0.0074], [-0.0237, 0.0043, -0.0171], [0.0676, 0.0285, -0.0457], [-0.0324, -0.0097, 0.0245], [0.0068, 0.0238, 0.0152], [-0.0064, -0.0003, -0.0114], [-0.0524, -0.1072, 0.0520], [0.0605, 0.0221, -0.0670], [-0.0088, -0.0016, 0.0035], [0.0448, 0.0264, -0.0079], [-0.0021, 0.0569, -0.0083], [-0.0323, -0.0044, 0.1222], [-0.0118, 0.0530, -0.0368], [-0.0678, -0.0063, -0.0045], [0.0144, 0.0031, 0.0063], [-0.0070, -0.0022, 0.0034], [-0.0005, -0.0040, 0.0073], [0.0212, -0.0177, 0.0105], [-0.0293, 0.0230, 0.0087], [-0.0103, -0.0158, -0.0031], [0.0101, -0.0008, -0.0009], [0.0055, 0.0041, 0.0108], [-0.0028, -0.0031, 0.0056], [0.0001, 0.0029, -0.0003], [-0.0036, -0.0069, -0.0078], [0.0045, -0.0033, 0.0083], [0.0384, -0.0270, 0.0015], [0.0208, 0.0366, -0.0114], [0.0521, 0.0733, 0.0173], [-0.0519, -0.0313, -0.0728], [0.0456, 0.0413, 0.0306], [0.0081, -0.0673, -0.0010], [-0.0287, 0.0177, 0.0187], [0.0069, 0.0048, -0.0336], [0.0118, -0.0148, 0.0463], [-0.0663, -0.0793, 0.0034], [-0.0206, 0.0373, -0.0340], [-0.0190, 0.0082, 0.0353], [-0.0065, -0.0278, 0.0036], [0.0727, 0.0051, -0.0170], [-0.0301, 0.0385, -0.0429], [0.0195, 0.0480, -0.0451], [0.0292, -0.0437, -0.0177], [-0.0197, -0.0070, -0.0040], [-0.0296, -0.0410, 0.0131], [0.0212, 0.0091, 0.0225], [0.0019, -0.0042, 0.0005], [-0.0011, 0.0006, -0.0105], [0.0032, 0.0155, 0.0041], [0.0084, 0.0069, -0.0029], [-0.0089, -0.0027, 0.0006], [-0.0045, -0.0072, 0.0043], [-0.0214, 0.0130, 0.0130], [0.0111, -0.0066, -0.0105], [0.0904, -0.0416, 0.0420], [0.0278, -0.0230, -0.0506], [-0.0022, -0.0168, 0.0187], [-0.0001, -0.0418, -0.0323], [-0.0187, 0.0272, 0.0335], [-0.0305, 0.0062, 0.0210], [0.0221, 0.0600, -0.0076], [0.0059, 0.0018, -0.0004], [-0.0018, 0.0017, -0.0016], [0.0054, 0.0044, 0.0011], [0.0007, -0.0011, 0.0029], [0.0042, -0.0373, -0.0011], [-0.0085, -0.0202, 0.0283], [-0.0220, 0.0776, -0.0098], [-0.0173, 0.0177, 0.0257], [0.0790, -0.0467, 0.0296], [0.0086, -0.0034, 0.0112], [-0.0105, -0.0088, 0.0033], [0.0196, 0.0791, 0.0373], [-0.0076, 0.0038, -0.0184], [0.0016, -0.0016, -0.0044], [0.0186, -0.0017, -0.0075], [0.0015, -0.0058, 0.0269], [-0.0030, -0.0291, -0.0009], [-0.0340, 0.0245, -0.0861]],
  "mulliken_charge": [1.155, -0.704, -0.482, 0.934, -1.221, -0.776, -0.156, 1.330, -1.982, -0.313, 1.200, 0.066, -0.552, 0.252, 0.306, 0.272, 0.465, 0.444, 0.501, 0.418, 0.275, 0.117, -0.171, -0.565, -0.530, -1.038, 1.375, 0.477, -0.674, 0.525, 0.412, -0.688, 0.529, -1.478, 0.249, 0.540, -0.813, -1.093, -0.515, -0.642, 0.874, 0.016, -1.674, -0.883, 0.797, -0.192, 0.413, 0.337, 0.324, 0.278, -0.180, 0.436, 0.402, 0.265, 0.403, 0.289, 0.622, 0.507, 0.946, 0.136, -1.247, 3.062, -0.634, 0.060, -1.037, -0.656, -0.115, -0.596, -0.536, -0.860, -0.615, -0.073, -0.647, -0.455, -0.771, -0.673, 0.034, 0.534, 0.422, 0.479, 0.820, 0.419, 0.507, 0.607, 0.405, 0.536, 0.117, -0.480, -0.210, -0.694, -0.472, -0.609, 0.210, 0.374, 0.381, 0.405, 0.438, 0.258, -0.467, -1.040, -0.081, -0.229, 0.301, -0.031, -0.079, 0.487, 0.392, -0.040, 0.554, -0.054, 0.033]
}